Entry 1:
Entry from OMol25: a molecular structure, C11H21CrIN3O2P2 at a distorted geometry (the ωB97M-V functional and the def2-TZVPD basis).

Its spin multiplicity is 4. As for the charge: +2. The calculation puts the molar mass at 468.16 g mol⁻¹. The calculation puts the HOMO-LUMO gap (spin up / spin down) at 0.1958 / 0.1939 hartree. As for the max |F|: 0.14519 hartree/bohr. Its LUMO energy (spin up / spin down) is -8.814 / -8.841 eV.

Cartesian coordinates (Å):
C (-0.002, -0.003, -5.117)
C (0.010, 1.191, -4.353)
H (-0.003, 0.251, -6.197)
H (-0.937, -0.544, -4.863)
H (0.925, -0.560, -4.867)
O (0.017, 2.001, -3.531)
I (-0.019, -2.026, -1.499)
Cr (0.008, 0.097, -0.086)
P (2.410, -0.029, 0.139)
C (3.252, 1.107, 1.294)
C (2.792, -1.632, 0.950)
H (3.879, -1.798, 0.933)
H (4.567, -0.163, -0.925)
H (2.279, -2.449, 0.430)
H (3.267, -0.840, -1.989)
H (2.959, 0.839, 2.316)
H (2.446, -1.604, 1.991)
C (3.535, -0.036, -1.293)
H (4.344, 1.021, 1.186)
H (3.443, 0.930, -1.803)
H (2.933, 2.136, 1.085)
P (-2.410, 0.013, 0.146)
C (-3.230, 1.169, 1.298)
C (-3.535, 0.025, -1.287)
H (-2.326, -2.408, 0.440)
H (-3.910, -1.725, 0.953)
H (-2.465, -1.563, 2.003)
C (-2.819, -1.581, 0.964)
H (-3.282, -0.785, -1.982)
H (-4.571, -0.080, -0.918)
H (-4.325, 1.102, 1.192)
H (-2.892, 2.191, 1.086)
H (-3.423, 0.987, -1.800)
H (-2.941, 0.901, 2.322)
C (0.016, 1.996, 0.246)
O (0.026, 3.085, 0.678)
N (0.006, -0.256, 1.847)
C (-0.016, -0.399, 3.023)
N (-0.094, -0.796, 4.218)
C (0.014, -0.123, 5.346)
N (0.072, 0.356, 6.426)

Atoms 1-6, force components in eV/Å:
C 0.00 0.00 -1.04
C 0.02 2.80 4.33
H 0.00 -0.12 0.34
H 0.44 0.10 0.02
H -0.44 0.11 0.02
O -0.03 -3.01 -3.86

Entry 2:
Entry from OMol25: a gas-phase ion, C11H21N2O (charge +1) at a distorted geometry (the ωB97M-V functional and the def2-TZVPD basis).

Its spin multiplicity is 1. As for the charge: +1. The calculation puts the molar mass at 197.30 g mol⁻¹. The calculation puts the HOMO-LUMO gap (spin up / spin down) at 0.3285 / 0.3286 hartree. The value obtained for the energy above the lowest of the compared OMol25 structures with the same formula, charge and spin is 68.2 kcal per mole. As for the max |F|: 0.05128 hartree/bohr. Its LUMO energy (spin up / spin down) is -4.792 / -4.791 eV.

Cartesian coordinates (Å):
C (-1.706, -0.190, -1.743)
C (-2.801, -0.104, 0.330)
C (-1.390, -0.139, 0.999)
C (-0.881, 2.360, -0.106)
C (1.110, 1.695, 1.267)
C (1.140, 1.594, -1.225)
C (1.757, -1.233, -0.832)
C (0.979, -1.747, 1.456)
C (-0.389, -2.391, -0.541)
C (0.279, 1.358, 0.023)
C (0.516, -1.303, 0.055)
N (-2.695, -0.214, -1.078)
N (-0.272, -0.031, 0.136)
O (-3.823, -0.015, 0.901)
H (-1.295, -0.164, -2.720)
H (-1.435, 0.645, 1.760)
H (-1.403, -1.094, 1.532)
H (-1.575, 2.368, 0.729)
H (-0.460, 3.361, -0.165)
H (-1.439, 2.189, -1.026)
H (1.415, 2.737, 1.221)
H (2.012, 1.092, 1.315)
H (0.542, 1.555, 2.184)
H (0.683, 1.175, -2.115)
H (1.224, 2.667, -1.380)
H (2.151, 1.221, -1.124)
H (1.538, -0.858, -1.824)
H (2.545, -0.643, -0.376)
H (2.145, -2.242, -0.948)
H (1.729, -2.525, 1.347)
H (0.174, -2.163, 2.056)
H (1.429, -0.926, 2.005)
H (-0.652, -2.144, -1.573)
H (0.153, -3.336, -0.556)
H (-1.307, -2.557, 0.018)

Atoms 1-6, force components in eV/Å:
C -1.01 0.23 2.42
C 0.16 0.16 1.28
C -0.22 -0.12 0.68
C 0.06 -0.10 0.07
C -0.09 0.00 -0.15
C 0.02 -0.01 0.20